(1)
{
  "formula": "C25H24N2O2ReSb2Se4",
  "method": "ωB97M-V with the def2-TZVPD basis set",
  "spin_multiplicity": 1,
  "charge": 3,
  "relative_energy_kcal_mol": 0.0,
  "max_force_ev_per_a": 1.55,
  "e_lumo_ev": [-11.00, -10.96],
  "e_tot_ha": -11390.5618,
  "species": ["Se", "Se", "C", "C", "C", "H", "C", "C", "C", "H", "C", "H", "H", "H", "H", "C", "C", "C", "H", "C", "C", "Se", "Re", "C", "H", "Sb", "H", "Sb", "H", "N", "C", "O", "C", "H", "C", "H", "H", "C", "H", "H", "C", "H", "C", "C", "C", "C", "N", "C", "H", "H", "H", "H", "H", "H", "H", "H", "C", "C", "Se", "O"],
  "xyz": [[-2.435, 3.208, -3.871], [1.810, 1.729, -4.727], [-1.215, -7.155, -0.229], [4.423, -3.380, 3.804], [1.804, -4.154, 3.198], [-2.797, -5.733, -0.519], [1.098, -0.962, 1.200], [0.137, -7.349, 0.028], [2.642, -3.589, 2.240], [-1.866, -8.011, -0.359], [3.950, -3.197, 2.515], [2.644, -4.226, -4.614], [1.056, 0.969, 2.083], [4.361, -2.465, -4.889], [-5.445, -1.606, 0.481], [4.251, -1.801, -2.851], [0.414, 0.100, 2.025], [2.916, -3.594, -3.778], [5.439, -3.091, 4.045], [3.604, -3.939, 4.780], [0.433, -4.969, 0.099], [0.377, 2.343, -1.021], [-1.046, 0.633, -0.794], [2.299, -4.320, 4.484], [3.951, -1.364, -0.768], [1.803, -3.414, 0.342], [-1.322, -3.763, -0.229], [-0.302, 2.262, -3.906], [-6.678, 0.500, 1.033], [-0.935, 0.509, 1.482], [-3.771, 1.779, -0.100], [2.292, -0.932, 0.954], [-5.054, 1.761, 0.401], [-1.200, 1.374, 1.944], [2.304, -3.785, -2.547], [5.014, -1.042, -2.977], [0.541, -8.351, 0.098], [-4.990, -0.636, 0.331], [4.587, -2.769, 1.753], [-3.147, -1.449, -0.408], [2.693, -2.969, -1.488], [0.313, -0.337, 3.021], [3.662, -1.978, -1.609], [-1.742, -5.870, -0.319], [3.882, -2.604, -3.927], [-3.707, -0.556, -0.158], [-3.091, 0.637, -0.358], [-5.673, 0.539, 0.630], [0.799, -4.474, 2.951], [-5.556, 2.696, 0.611], [1.556, -4.558, -2.423], [-3.261, 2.709, -0.311], [1.671, -4.760, 5.247], [-1.591, -0.206, 1.785], [2.031, -6.407, 0.396], [3.989, -4.087, 5.781], [0.973, -6.254, 0.195], [-0.918, -4.766, -0.158], [-0.662, -0.620, -2.584], [0.330, -1.965, 0.815]],
  "forces_ev_per_a": [[0.79, -0.27, -0.15], [-0.76, 0.18, 0.24], [-0.01, 0.03, 0.01], [0.09, 0.03, 0.00], [0.21, -0.01, 0.06], [0.04, -0.02, 0.01], [-0.16, 0.13, -0.47], [0.02, -0.02, -0.01], [0.06, -0.14, -0.48], [0.04, 0.04, 0.01], [-0.10, -0.07, 0.10], [0.02, 0.05, 0.02], [0.07, 0.13, -0.02], [-0.01, -0.02, 0.05], [0.00, 0.04, -0.03], [0.06, 0.04, -0.09], [-0.14, 0.15, -0.16], [-0.01, 0.01, -0.08], [-0.05, -0.03, 0.01], [-0.08, -0.01, 0.00], [0.31, 0.01, 0.01], [-0.48, -0.01, 0.39], [0.95, 0.45, 0.25], [0.02, 0.01, 0.05], [-0.01, 0.00, -0.01], [-0.64, 0.20, 0.30], [-0.01, 0.00, 0.01], [-0.14, 0.24, -0.46], [0.04, 0.01, -0.04], [0.84, -1.13, -0.65], [0.14, -0.19, -0.13], [-0.47, -0.06, 0.19], [-0.09, -0.04, 0.05], [-0.19, 0.15, -0.03], [0.13, 0.08, -0.12], [-0.02, -0.05, 0.00], [-0.03, 0.05, 0.00], [-0.08, 0.04, 0.03], [-0.01, 0.01, 0.01], [0.07, 0.01, -0.01], [-0.17, -0.08, 0.49], [-0.12, 0.17, 0.12], [0.04, -0.02, -0.16], [-0.02, -0.04, -0.02], [-0.03, -0.02, 0.05], [0.08, 0.26, 0.05], [-0.32, 0.08, 0.13], [-0.02, -0.01, 0.00], [-0.04, -0.04, 0.01], [0.01, -0.05, -0.03], [0.01, -0.02, 0.01], [0.07, 0.00, -0.01], [0.03, 0.01, 0.00], [-0.28, 0.05, 0.05], [-0.11, -0.03, 0.01], [-0.01, 0.01, -0.04], [-0.11, 0.05, -0.03], [0.04, -0.05, -0.03], [-0.25, -0.20, 0.48], [0.77, -0.11, 0.07]],
  "lowdin_charge": [0.184, 0.207, -0.032, -0.039, -0.109, 0.116, -0.652, -0.038, -0.340, 0.125, -0.094, 0.125, 0.134, 0.125, 0.134, -0.048, -0.099, -0.044, 0.125, -0.026, -0.361, 0.276, 0.501, -0.044, 0.100, 1.886, 0.081, 0.177, 0.140, -0.061, -0.099, 0.035, 0.002, 0.119, -0.112, 0.122, 0.126, -0.003, 0.112, 0.106, -0.335, 0.154, -0.102, -0.054, -0.032, -0.118, -0.180, 0.017, 0.106, 0.137, 0.102, 0.115, 0.123, 0.108, 0.115, 0.126, -0.108, -0.115, 0.277, -0.194]
}

***

(2)
{
  "formula": "C25H24N4O4",
  "method": "ωB97M-V with the def2-TZVPD basis set",
  "spin_multiplicity": 1,
  "relative_energy_kcal_mol": 152.7,
  "max_force_ev_per_a": 7.08,
  "e_lumo_ev": -0.81,
  "e_tot_ha": -1486.8901,
  "species": ["C", "O", "C", "H", "C", "H", "H", "C", "C", "H", "H", "H", "C", "H", "H", "C", "H", "H", "N", "H", "H", "C", "C", "H", "C", "H", "H", "C", "O", "N", "H", "H", "C", "C", "O", "C", "C", "N", "C", "N", "C", "C", "H", "O", "H", "H", "H", "H", "C", "C", "C", "C", "H", "C", "H", "C", "C"],
  "xyz": [[-4.337, 0.829, -0.860], [6.029, 1.371, 1.342], [5.966, 2.594, 2.112], [1.782, 0.106, 2.516], [-5.724, 0.722, -0.853], [5.099, 3.205, 1.826], [6.892, 3.108, 1.857], [2.731, -0.135, 2.037], [-6.378, 0.105, 0.225], [-3.653, -0.670, 2.133], [-0.120, 2.366, -5.244], [-6.117, -0.836, 2.163], [-0.513, 1.959, -4.311], [-1.692, -0.892, 1.900], [-1.923, -3.044, 0.456], [0.564, -2.100, 1.323], [-7.465, 0.015, 0.234], [6.105, -0.962, 0.290], [-1.439, 1.153, -1.873], [-1.276, 0.129, -5.071], [5.934, 2.380, 3.190], [-1.618, 0.283, -2.925], [2.932, -1.388, 1.446], [-3.819, 1.330, -1.678], [-1.485, -3.550, 1.324], [1.234, 4.046, -2.731], [0.535, 4.234, -4.365], [-4.233, -0.304, 1.281], [-2.185, -0.809, -2.777], [-0.352, 2.755, -3.225], [3.607, 1.767, 2.547], [3.064, -4.146, 1.829], [-5.624, -0.384, 1.300], [2.089, -3.714, 1.690], [0.687, -0.426, -0.329], [4.982, 0.504, 1.410], [5.165, -0.760, 0.797], [-0.060, -3.294, 1.427], [-2.108, 0.157, 0.052], [1.908, -2.351, 1.445], [-1.128, 0.762, -4.208], [-3.537, 0.247, 0.160], [-0.345, 4.828, -2.924], [-0.588, 3.105, -0.986], [-1.521, 0.795, -0.841], [-6.294, 1.122, -1.693], [-2.015, -3.234, 2.234], [0.569, -5.314, 1.849], [0.870, -4.290, 1.706], [4.164, -1.716, 0.872], [0.020, -0.966, 0.572], [3.756, 0.806, 2.053], [4.323, -2.705, 0.442], [0.307, 4.041, -3.316], [-1.614, -4.632, 1.213], [-1.364, -0.568, 0.902], [-0.788, 2.365, -1.943]],
  "forces_ev_per_a": [[0.70, -0.37, 0.23], [-0.35, 0.14, 0.35], [-0.05, -0.52, -0.38], [0.19, -0.10, -0.17], [-0.12, -0.10, 0.45], [0.25, -0.15, 0.01], [-0.18, 0.04, 0.13], [0.21, -0.30, -0.02], [0.44, 0.10, -0.18], [-0.29, 0.00, -0.28], [-0.17, -0.22, 0.21], [0.04, 0.16, -0.26], [-0.34, -0.60, -0.02], [-0.12, -0.59, -0.10], [0.23, -0.04, 0.26], [2.02, -2.26, -0.69], [0.27, 0.02, -0.02], [-0.17, 0.01, 0.18], [2.31, 3.85, -5.47], [0.06, 0.03, -0.02], [-0.01, 0.00, -0.27], [-0.12, 0.03, 0.33], [1.02, 1.00, 0.10], [-0.25, -0.24, 0.14], [-0.87, -0.36, -0.04], [-0.16, 0.02, -0.09], [0.01, 0.06, 0.10], [-0.05, 0.25, -0.84], [0.38, 0.59, 0.00], [0.25, 0.62, 0.60], [-0.01, -0.39, -0.22], [0.00, 0.10, 0.13], [0.15, 0.11, 0.02], [-0.07, 0.85, -0.02], [-0.12, -1.62, 1.37], [-0.50, -0.12, 0.15], [-0.10, 0.55, 0.52], [0.72, 0.12, 0.74], [-0.11, -1.46, 3.43], [-1.74, -1.21, 0.53], [0.17, 0.02, -0.64], [-2.06, 0.04, 1.11], [0.14, -0.10, -0.07], [-0.10, -0.34, -0.29], [-1.01, -1.33, 1.16], [0.10, -0.09, 0.29], [0.26, 0.00, -0.34], [0.03, 0.07, 0.00], [-0.45, 0.60, -0.44], [-0.18, 0.37, -0.16], [-1.81, 4.01, -1.49], [0.60, -0.27, -0.43], [-0.07, 0.31, -0.03], [0.11, 0.17, -0.02], [0.07, 0.22, -0.02], [1.18, -0.93, 1.16], [-0.34, -0.74, -0.71]],
  "lowdin_charge": [-0.006, -0.088, -0.056, 0.131, -0.078, 0.094, 0.092, 0.012, -0.092, 0.092, 0.122, 0.095, -0.073, 0.081, 0.113, -0.077, 0.097, 0.123, 0.128, 0.100, 0.099, -0.475, -0.209, 0.108, 0.009, 0.093, 0.080, -0.033, 0.012, -0.072, 0.111, 0.131, -0.100, 0.015, 0.092, -0.256, 0.016, -0.030, -0.026, 0.061, 0.000, -0.178, 0.093, 0.046, -0.061, 0.101, 0.106, 0.131, 0.001, -0.005, -0.330, 0.012, 0.118, -0.040, 0.097, -0.073, -0.454]
}

***

(3)
{
  "formula": "C25H24N5O4PtS",
  "method": "ωB97M-V with the def2-TZVPD basis set",
  "spin_multiplicity": 1,
  "charge": 1,
  "relative_energy_kcal_mol": 1.6,
  "max_force_ev_per_a": 0.48,
  "e_lumo_ev": -3.38,
  "e_tot_ha": -2059.1454,
  "species": ["O", "C", "H", "H", "C", "C", "H", "S", "H", "C", "C", "O", "C", "C", "H", "C", "H", "C", "C", "C", "H", "H", "C", "H", "H", "H", "N", "Pt", "C", "C", "N", "H", "C", "H", "H", "C", "H", "C", "H", "C", "C", "N", "H", "H", "H", "C", "H", "H", "C", "C", "C", "H", "C", "O", "N", "H", "O", "C", "H", "N"],
  "xyz": [[-1.488, -2.600, -1.026], [-0.851, -0.727, 4.420], [2.517, -0.353, 4.287], [-2.128, -0.203, 2.774], [2.685, -1.178, -1.582], [-1.524, 3.300, -0.069], [4.138, -2.543, -0.801], [-0.876, -2.534, 0.270], [2.697, 2.824, 0.743], [2.675, -3.542, -2.014], [-3.476, 0.260, 0.625], [3.256, 1.051, 2.225], [0.217, -3.900, 0.459], [1.126, 0.155, 2.780], [1.093, -4.249, -3.283], [-2.608, 0.256, -1.386], [3.141, -0.323, -1.099], [0.461, -0.792, 4.854], [-3.975, 0.064, -1.554], [0.879, 4.473, -0.624], [-2.436, 5.147, -0.594], [-5.564, -0.037, -0.012], [0.982, -2.134, -2.972], [3.118, -4.521, -1.884], [-3.545, 0.377, 1.694], [2.595, 2.194, -0.885], [1.604, 1.063, 0.643], [-0.304, 0.564, 0.321], [1.548, -1.020, -2.363], [0.808, 3.163, -0.182], [-2.317, 0.384, -0.044], [-2.442, 2.775, 0.150], [-1.493, 0.282, -2.230], [0.759, -3.790, 1.394], [0.559, 0.432, -3.580], [1.540, -3.391, -2.800], [0.091, -2.026, -3.580], [-0.284, 5.205, -0.780], [0.893, -3.925, -0.393], [-4.525, 0.072, -0.274], [0.886, 0.325, -2.543], [-0.154, 0.237, 2.373], [-1.576, 0.110, -3.298], [0.697, -1.190, 5.832], [1.848, 4.906, -0.831], [1.471, -0.340, 4.015], [1.573, 1.142, -2.338], [-0.409, -4.790, 0.482], [2.141, 0.757, 1.852], [2.030, 2.310, 0.045], [3.248, -2.433, -1.408], [-0.241, 6.230, -1.122], [-1.126, -0.218, 3.164], [-1.735, -2.452, 1.422], [-0.316, 0.485, -1.714], [-1.668, -1.082, 5.031], [0.174, -1.385, 0.311], [-1.505, 4.611, -0.489], [-4.492, -0.078, -2.489], [-0.389, 2.600, 0.080]],
  "forces_ev_per_a": [[-0.09, 0.07, 0.00], [-0.02, 0.01, 0.00], [0.00, 0.00, 0.01], [0.02, -0.01, 0.00], [0.05, 0.04, -0.06], [-0.02, -0.01, 0.06], [0.00, 0.00, 0.00], [0.06, -0.07, -0.02], [0.05, -0.03, -0.05], [0.10, 0.05, -0.10], [0.10, 0.24, -0.03], [-0.04, -0.02, 0.00], [-0.04, -0.02, 0.04], [0.04, -0.03, 0.02], [-0.01, 0.00, 0.01], [0.15, 0.09, -0.01], [-0.02, 0.05, 0.00], [0.00, 0.02, -0.01], [-0.08, -0.03, 0.04], [0.01, 0.01, 0.04], [0.00, 0.00, 0.00], [0.00, -0.01, 0.01], [0.01, -0.01, 0.01], [0.01, -0.01, 0.00], [-0.03, -0.12, -0.02], [-0.05, -0.05, -0.03], [0.19, -0.21, -0.27], [-0.07, 0.05, -0.16], [0.01, -0.08, 0.01], [0.01, 0.05, -0.02], [0.03, -0.47, 0.11], [0.00, 0.00, -0.02], [-0.06, -0.08, 0.01], [-0.01, -0.01, 0.01], [0.03, 0.04, -0.01], [0.04, 0.04, -0.10], [0.01, -0.01, 0.01], [-0.01, -0.01, 0.01], [-0.09, 0.02, 0.12], [-0.06, 0.05, -0.09], [0.03, -0.04, -0.06], [-0.05, 0.10, -0.07], [-0.01, 0.04, -0.01], [0.00, -0.01, 0.00], [-0.01, 0.01, 0.00], [-0.02, -0.01, 0.00], [0.04, -0.04, 0.05], [-0.01, 0.00, 0.00], [-0.08, 0.12, 0.12], [-0.05, 0.12, 0.06], [0.00, -0.02, -0.01], [0.00, 0.00, 0.00], [0.04, 0.02, 0.02], [-0.02, 0.09, 0.03], [0.02, 0.09, 0.05], [0.01, 0.00, 0.01], [-0.11, 0.08, 0.18], [0.00, 0.01, 0.01], [0.00, 0.01, -0.01], [0.00, -0.14, 0.09]],
  "lowdin_charge": [-0.281, -0.005, 0.135, 0.085, -0.044, -0.068, 0.111, 0.483, 0.141, -0.096, -0.132, 0.106, -0.103, -0.164, 0.117, -0.328, 0.105, -0.002, 0.002, 0.015, 0.123, 0.107, -0.041, 0.113, 0.103, 0.121, -0.121, 1.620, -0.224, -0.213, -0.135, 0.116, -0.043, 0.078, 0.132, -0.077, 0.120, -0.013, 0.037, -0.046, -0.126, -0.029, 0.155, 0.125, 0.134, 0.040, 0.101, 0.085, -0.471, -0.134, -0.063, 0.126, -0.086, -0.303, -0.099, 0.126, -0.478, -0.017, 0.118, -0.039]
}

***

(4)
{
  "formula": "C25H24N9NaO3S2",
  "method": "ωB97M-V with the def2-TZVPD basis set",
  "spin_multiplicity": 1,
  "relative_energy_kcal_mol": 4.2,
  "max_force_ev_per_a": 0.57,
  "e_lumo_ev": 0.28,
  "e_tot_ha": -2644.3127,
  "species": ["C", "H", "H", "C", "C", "N", "H", "H", "C", "H", "H", "H", "H", "C", "C", "H", "N", "H", "C", "C", "H", "H", "H", "N", "Na", "N", "H", "N", "C", "C", "H", "C", "C", "C", "H", "N", "C", "C", "O", "C", "C", "C", "H", "H", "C", "C", "H", "O", "H", "H", "C", "C", "S", "N", "C", "C", "C", "H", "H", "N", "S", "N", "H", "O"],
  "xyz": [[1.242, 0.880, 7.382], [1.548, 7.320, 2.496], [2.295, 4.905, -2.760], [0.288, 0.051, 6.812], [-1.288, -0.599, 4.999], [2.438, 4.378, 5.159], [-0.025, 1.549, 3.796], [1.727, 6.893, -1.761], [-2.384, 0.076, 1.770], [3.896, 0.642, 4.147], [1.612, 0.675, 8.378], [-3.398, 6.339, 2.945], [2.175, 3.457, 0.780], [1.719, 1.973, 6.678], [0.305, 1.375, 4.812], [2.586, 1.667, -0.879], [-2.508, 0.254, 3.064], [1.390, 8.318, 0.223], [-1.704, 4.979, 3.092], [2.384, 4.296, -1.864], [-1.061, 5.839, 2.874], [-1.582, 4.703, 4.139], [5.001, 1.471, 3.031], [-1.511, -0.513, 3.570], [0.597, -0.064, 0.164], [1.605, 3.095, -2.096], [2.454, 2.639, 7.109], [2.600, 5.284, 4.116], [2.016, 4.522, 0.633], [-1.966, 3.800, 1.042], [-0.800, 1.512, -3.295], [1.758, 6.455, -0.771], [2.029, 1.024, 1.812], [-3.155, 5.297, 2.751], [0.005, -1.738, 2.734], [-1.373, -0.762, 1.408], [1.860, 5.336, 1.750], [0.081, 1.854, -2.779], [2.178, -0.199, 1.631], [1.987, 4.781, 3.103], [2.000, 5.095, -0.637], [1.740, 3.404, 4.688], [3.426, 3.982, -1.778], [-3.033, 0.567, 1.065], [1.777, 1.889, -1.557], [4.097, 0.867, 3.097], [-0.088, -0.800, 7.369], [3.023, 1.646, 2.559], [-3.841, 4.656, 3.304], [-2.242, -0.341, 5.458], [-0.850, -1.101, 2.573], [1.251, 2.218, 5.393], [-3.294, 4.941, 0.975], [0.515, 3.088, -2.892], [1.647, 6.707, 1.610], [-0.193, 0.300, 5.531], [1.574, 7.259, 0.346], [-0.482, 3.368, 2.320], [-1.072, -1.638, 5.250], [-1.360, 3.862, 2.230], [-1.514, 2.809, -0.192], [0.826, 1.064, -1.955], [4.221, -0.064, 2.549], [1.405, 3.594, 3.393]],
  "forces_ev_per_a": [[0.00, 0.00, -0.01], [0.00, 0.00, 0.00], [-0.03, 0.01, 0.01], [-0.01, -0.01, 0.02], [0.00, -0.02, -0.04], [0.03, 0.04, -0.03], [-0.01, 0.04, -0.02], [0.00, 0.01, 0.00], [-0.02, -0.01, 0.02], [-0.01, -0.04, 0.01], [0.00, 0.00, 0.00], [-0.01, 0.00, -0.02], [-0.01, 0.01, 0.00], [0.00, -0.02, 0.02], [0.01, -0.02, 0.00], [-0.03, -0.05, 0.02], [0.05, -0.03, 0.02], [0.00, 0.00, 0.01], [0.03, 0.01, -0.02], [0.01, -0.03, -0.04], [0.02, -0.01, 0.00], [-0.01, 0.00, 0.00], [-0.01, 0.01, 0.01], [-0.08, 0.05, 0.00], [-0.50, 0.14, -0.23], [-0.08, -0.02, 0.00], [0.00, 0.01, -0.01], [0.03, -0.02, 0.04], [0.01, 0.03, -0.02], [0.06, -0.11, 0.05], [0.00, -0.01, 0.00], [0.00, 0.02, 0.00], [0.05, -0.08, -0.16], [0.04, 0.03, 0.09], [0.02, 0.01, -0.02], [0.08, 0.11, 0.09], [0.00, 0.03, 0.04], [0.03, -0.01, 0.02], [0.25, -0.06, 0.30], [-0.05, -0.04, -0.01], [0.02, -0.04, 0.02], [-0.08, -0.06, -0.05], [0.01, 0.02, 0.00], [0.01, -0.01, -0.02], [0.15, 0.07, 0.10], [-0.02, 0.00, -0.01], [0.00, 0.00, 0.01], [0.11, -0.11, -0.02], [-0.01, -0.01, -0.03], [0.01, 0.00, 0.02], [0.10, -0.07, 0.07], [0.02, 0.03, -0.01], [-0.04, -0.01, -0.03], [0.04, 0.00, -0.02], [0.00, 0.00, 0.01], [0.00, 0.01, 0.01], [0.00, -0.02, -0.04], [0.07, -0.04, 0.07], [0.01, 0.00, -0.01], [0.07, 0.01, 0.04], [-0.12, 0.04, -0.20], [0.03, 0.01, -0.07], [0.01, -0.01, -0.01], [-0.22, 0.20, 0.02]],
  "lowdin_charge": [-0.061, 0.117, 0.125, -0.040, -0.076, 0.128, 0.104, 0.114, -0.226, 0.080, 0.107, 0.078, 0.095, -0.017, 0.042, 0.131, 0.123, 0.107, -0.227, -0.068, 0.114, 0.125, 0.082, -0.132, 0.345, -0.114, 0.116, 0.131, 0.047, -1.158, 0.111, -0.028, -0.341, -0.424, 0.142, 0.068, -0.138, -0.267, -0.156, -0.303, -0.180, -0.301, 0.138, 0.089, -0.174, -0.086, 0.115, -0.199, 0.080, 0.135, -0.145, -0.128, 0.927, 0.115, -0.027, -0.183, -0.059, 0.097, 0.132, -0.050, 0.647, 0.053, 0.069, 0.076]
}